{
  "formula": "C20H26CeN2O2Si",
  "method": "ωB97M-V with the def2-TZVPD basis set",
  "species": ["C", "C", "C", "H", "C", "C", "H", "H", "H", "H", "Ce", "C", "H", "H", "H", "Si", "C", "C", "H", "C", "H", "C", "H", "C", "H", "C", "H", "C", "C", "H", "C", "H", "C", "H", "C", "H", "C", "H", "H", "H", "C", "O", "C", "O", "N", "N", "H", "H", "H", "H", "H", "H"],
  "coordinates": [[0.32099, -2.26541, -0.41602], [0.03948, -1.69864, -1.70866], [1.02568, -0.68534, -1.97460], [-0.75975, -2.01232, -2.38332], [1.91117, -0.61309, -0.84122], [1.47616, -1.59600, 0.12441], [1.99021, -1.87079, 1.05034], [-0.21316, -3.09705, 0.05225], [1.08636, -0.07485, -2.87931], [2.77890, 0.04615, -0.74249], [-0.32058, 0.14049, -0.03361], [-0.15679, 2.32851, -1.11841], [0.90385, 2.55233, -1.29691], [-0.59022, 3.00512, -0.36707], [-0.70774, 2.32674, -2.07713], [-1.08244, 5.40665, -2.58877], [-2.55894, 5.04885, -3.63583], [-2.53209, 3.96072, -4.52438], [-1.62469, 3.35973, -4.63187], [-3.65991, 3.65885, -5.29515], [-3.63318, 2.80631, -5.97349], [-4.80683, 4.45348, -5.20025], [-5.68861, 4.20877, -5.79313], [-4.81817, 5.56732, -4.35301], [-5.70153, 6.20401, -4.30151], [-3.69910, 5.87143, -3.57696], [-3.68908, 6.75777, -2.94024], [0.44913, 5.43466, -3.62608], [0.44381, 5.90040, -4.95461], [-0.46779, 6.32146, -5.38539], [1.60995, 5.83979, -5.72298], [1.59762, 6.19809, -6.75149], [2.79019, 5.33130, -5.17127], [3.69333, 5.26609, -5.77757], [2.81796, 4.93007, -3.83270], [3.74167, 4.56234, -3.38499], [1.66318, 5.01585, -3.05092], [1.69900, 4.75727, -1.98953], [-1.02165, 4.37973, -1.55017], [-1.19820, 6.67898, -1.83007], [-1.77050, -2.53383, 4.07213], [-0.70366, -1.52121, 4.16241], [-0.43868, -0.82675, 3.06678], [-1.10353, -0.87165, 1.98362], [0.63398, -0.02567, 3.20682], [1.06141, 0.76492, 2.08614], [-1.34895, -3.41012, 4.56089], [-2.05069, -2.76146, 3.03416], [-2.62450, -2.14645, 4.63105], [1.09058, 0.00669, 4.11756], [1.05114, 1.75196, 2.35871], [2.05171, 0.55626, 1.90832]],
  "largest_force_ev_per_a": 4.91,
  "de_lowest_kj_mol": 0.00,
  "total_charge": 1,
  "lumo_ha": [-0.1138, -0.1133],
  "spin_multiplicity": 2
}